# 1
{
  "formula": "C3H3N3O",
  "method": "ωB97M-V/def2-TZVPD",
  "elements": ["O", "C", "C", "N", "N", "C", "N", "H", "H", "H"],
  "positions_angstrom": [[2.190922, -0.369495, -0.256897], [1.077793, -0.050244, -0.595589], [0.491848, 1.261369, -0.207466], [-0.451706, 1.179158, 0.655068], [-1.002585, -0.094606, 0.792483], [-0.845163, -1.011626, -0.241955], [0.124022, -0.950761, -1.076617], [0.912328, 2.235179, -0.441977], [-0.852868, -0.453388, 1.721676], [-1.644592, -1.745583, -0.348730]],
  "forces_ev_per_a": [[-0.075, 0.209, -0.619], [0.353, -0.058, 0.107], [-0.131, 0.025, 0.254], [0.361, -0.019, -0.245], [-0.001, -0.106, -0.056], [0.137, -0.041, -0.118], [-0.106, 0.038, 0.207], [0.005, -0.180, 0.063], [-0.723, 0.089, 0.353], [0.181, 0.042, 0.055]],
  "lowdin_charge": [0.112, -0.489, -0.045, 0.066, -0.020, -0.171, 0.162, 0.120, 0.140, 0.125],
  "largest_force_ev_per_a": 0.81,
  "homo_lumo_gap_ev": 10.24,
  "smiles": "O=c1cn[nH]cn1",
  "lumo_energy_ev": 0.434,
  "e_homo_ev": -9.8
}

---

# 2
{
  "formula": "CH10N2O2",
  "method": "ωB97M-V/def2-TZVPD",
  "elements": ["N", "C", "N", "H", "H", "H", "H", "H", "H", "O", "H", "H", "O", "H", "H"],
  "positions_angstrom": [[-1.351724, 0.240935, 0.948723], [-0.811097, 0.250714, -0.446301], [-1.260356, -0.651956, -1.506377], [-2.111793, -0.416086, 1.085305], [-0.593584, -0.072788, 1.548398], [0.221842, -0.060493, -0.336425], [-0.875225, 1.266231, -0.822242], [-2.238822, -0.926211, -1.440105], [-0.818239, -1.551237, -1.367850], [2.227843, -0.376233, -2.567328], [1.536024, -0.900119, -2.984666], [2.743182, -0.017619, -3.296668], [0.740224, 0.547203, 3.400742], [0.837380, 1.329831, 2.844916], [0.836485, 0.848908, 4.317033]],
  "forces_ev_per_a": [[0.210, -0.416, -0.621], [0.362, -0.261, 0.363], [-0.734, -0.801, 0.543], [-0.045, 0.071, -0.172], [-0.366, -0.023, 0.166], [0.445, 0.704, -0.146], [-0.009, 0.106, -0.065], [-0.173, 0.686, -0.073], [0.348, -0.098, -0.007], [0.034, -0.058, -0.014], [-0.051, 0.104, 0.012], [-0.033, -0.017, 0.032], [0.099, 0.066, 0.231], [-0.049, -0.021, 0.209], [-0.040, -0.043, -0.458]],
  "lowdin_charge": [-0.005, -0.351, -0.013, 0.051, 0.022, 0.092, 0.091, 0.058, 0.052, -0.066, 0.027, 0.032, -0.070, 0.038, 0.043],
  "largest_force_ev_per_a": 1.21,
  "homo_lumo_gap_ev": 10.07,
  "smiles": "NCN.O.O",
  "lumo_energy_ev": 0.927,
  "e_homo_ev": -9.1
}

---

# 3
{
  "formula": "C43H43ClN2O2P2SZr",
  "method": "ωB97M-V/def2-TZVPD",
  "elements": ["Zr", "C", "C", "C", "C", "C", "C", "P", "C", "C", "C", "C", "C", "C", "C", "C", "C", "C", "C", "C", "H", "H", "H", "H", "H", "H", "H", "H", "H", "H", "H", "H", "H", "H", "N", "C", "C", "C", "C", "C", "C", "C", "C", "N", "C", "H", "H", "H", "H", "H", "H", "H", "H", "C", "P", "C", "C", "O", "H", "H", "H", "H", "H", "H", "H", "H", "H", "O", "S", "C", "C", "C", "C", "C", "C", "C", "C", "C", "C", "C", "C", "H", "H", "H", "H", "H", "H", "H", "H", "H", "H", "Cl", "C", "H", "H"],
  "positions_angstrom": [[0.827799, -0.009306, -0.256378], [-2.166158, 0.141495, 6.081253], [-2.016926, 1.112877, 5.098482], [-1.142995, 0.899495, 4.045465], [-0.402276, -0.282635, 3.976493], [-0.567119, -1.259941, 4.953565], [-1.446909, -1.041337, 6.005968], [0.707158, -0.497729, 2.570351], [1.924426, -1.760684, 3.038258], [2.125390, -2.872196, 2.229961], [3.106109, -3.806414, 2.542546], [3.887975, -3.633174, 3.672029], [3.688913, -2.526190, 4.492297], [2.714764, -1.594957, 4.178566], [1.770276, 0.949785, 2.450704], [2.248911, 1.783150, 3.457316], [3.271878, 2.670781, 3.158830], [3.833669, 2.689793, 1.884086], [3.332690, 1.868688, 0.880796], [2.255140, 1.014019, 1.136746], [-2.843990, 0.309375, 6.907504], [-2.578965, 2.035531, 5.157920], [-1.023793, 1.663407, 3.282774], [-0.004530, -2.183749, 4.905461], [-1.565336, -1.796007, 6.772017], [1.507244, -3.006914, 1.350962], [3.255033, -4.669994, 1.906111], [4.652148, -4.357221, 3.921162], [4.297473, -2.387802, 5.375916], [2.574014, -0.735410, 4.822197], [1.844918, 1.731523, 4.462320], [3.661132, 3.325894, 3.927336], [4.662352, 3.355105, 1.676100], [3.779130, 1.919360, -0.107033], [-1.662923, -0.151767, -0.084077], [-2.428086, 1.030677, 0.227630], [-3.792441, 1.030453, 0.293062], [-4.498328, 2.215903, 0.582961], [-3.818683, 3.380224, 0.792357], [-2.404785, 3.403581, 0.738309], [-1.659695, 4.587902, 0.945233], [-0.300854, 4.534464, 0.880918], [0.321066, 3.293782, 0.636152], [-0.324154, 2.164983, 0.442565], [-1.695828, 2.213170, 0.471748], [-1.942529, -0.502393, -0.997743], [-1.858226, -0.896187, 0.581236], [-4.337849, 0.110675, 0.116633], [-5.578071, 2.196681, 0.633488], [-4.347134, 4.300809, 1.004840], [-2.176643, 5.515806, 1.157262], [0.315654, 5.408434, 1.036034], [1.401890, 3.239397, 0.629349], [1.042220, 1.328515, -4.618392], [0.136910, 1.963982, -3.224404], [-1.592224, 2.033353, -3.659842], [0.710309, 3.626103, -2.921160], [0.295911, 1.111067, -1.965915], [0.830890, 1.957181, -5.485400], [0.746412, 0.302670, -4.831857], [2.112564, 1.341160, -4.413897], [-1.738832, 2.592488, -4.584553], [-2.151015, 2.519560, -2.858658], [-1.969031, 1.019693, -3.801430], [0.679234, 4.210329, -3.841802], [1.738758, 3.591365, -2.559192], [0.081377, 4.108874, -2.172639], [0.142067, -2.133978, -0.326023], [-0.729042, -3.046981, -1.202673], [-1.779381, -3.858608, -0.042007], [-3.051783, -4.191255, -0.488176], [-3.908240, -4.869317, 0.369415], [-3.487832, -5.188655, 1.650840], [-2.213922, -4.837003, 2.088002], [-1.344151, -4.172908, 1.241893], [0.332909, -4.332268, -1.777947], [1.548238, -4.604724, -1.167348], [2.301379, -5.663278, -1.645357], [1.836327, -6.433222, -2.705595], [0.620271, -6.143626, -3.306307], [-0.142231, -5.079815, -2.846056], [-3.371007, -3.927177, -1.489458], [-4.900705, -5.140888, 0.037006], [-4.157009, -5.713754, 2.319150], [-1.898479, -5.093264, 3.090509], [-0.351722, -3.897861, 1.571039], [1.910648, -3.986814, -0.357061], [3.257669, -5.890369, -1.193774], [2.431555, -7.259523, -3.070032], [0.267879, -6.739029, -4.137231], [-1.089304, -4.840995, -3.315581], [1.952293, -1.386125, -2.674332], [2.767424, -0.638133, -1.184245], [3.435991, 0.121009, -1.584399], [3.349459, -1.440373, -0.734749]],
  "forces_ev_per_a": [[-1.216, 0.161, -0.050], [-0.017, 0.020, 0.002], [0.000, -0.034, -0.003], [-0.021, 0.007, 0.029], [-0.180, 0.019, -0.078], [-0.040, 0.023, 0.017], [0.003, -0.023, -0.017], [0.362, 0.110, -0.281], [-0.044, -0.079, 0.268], [-0.053, -0.060, -0.065], [-0.021, 0.004, -0.016], [0.005, 0.031, 0.045], [-0.011, -0.017, -0.024], [-0.006, -0.035, -0.034], [0.268, 0.267, 0.076], [-0.053, -0.058, 0.023], [0.029, 0.016, -0.013], [-0.012, 0.006, -0.015], [-0.018, 0.036, 0.071], [0.204, -0.310, -0.076], [0.002, -0.001, -0.002], [0.003, 0.004, 0.001], [0.035, -0.010, 0.017], [0.027, 0.011, -0.001], [0.004, -0.001, -0.001], [0.073, 0.068, 0.063], [-0.001, 0.001, 0.008], [0.000, 0.000, -0.009], [0.007, -0.017, -0.004], [-0.013, 0.020, -0.010], [-0.010, 0.007, -0.004], [-0.006, -0.001, 0.000], [0.002, -0.004, 0.006], [0.002, -0.002, -0.001], [0.064, -0.080, -0.167], [0.048, 0.003, 0.077], [-0.020, 0.037, -0.034], [-0.016, 0.003, 0.002], [0.040, -0.007, 0.005], [-0.029, 0.049, 0.038], [-0.001, 0.014, 0.004], [0.024, -0.070, -0.004], [0.073, 0.025, 0.160], [-0.107, 0.004, 0.023], [0.030, -0.044, -0.068], [-0.079, -0.034, 0.022], [0.012, 0.016, 0.054], [0.007, -0.005, 0.003], [0.001, -0.014, -0.007], [-0.005, -0.006, 0.004], [-0.012, -0.008, -0.010], [-0.012, 0.005, 0.000], [-0.001, -0.005, -0.005], [0.039, -0.059, -0.075], [-0.008, 0.030, 0.082], [-0.089, 0.020, -0.037], [0.002, 0.085, 0.003], [0.213, -0.115, 0.009], [0.032, -0.008, -0.006], [-0.032, 0.006, 0.011], [-0.005, 0.008, 0.019], [0.017, 0.012, 0.008], [0.000, -0.027, 0.014], [0.001, 0.002, -0.007], [-0.004, -0.002, 0.003], [0.003, 0.003, -0.008], [0.004, -0.015, 0.016], [0.426, 0.105, 0.253], [0.142, 0.452, -0.184], [-0.105, -0.201, 0.100], [-0.002, 0.018, 0.033], [0.006, 0.025, -0.026], [0.001, -0.003, 0.024], [-0.024, -0.013, 0.030], [-0.029, 0.030, -0.080], [0.019, -0.273, 0.083], [-0.025, 0.043, -0.019], [0.023, -0.034, -0.025], [0.014, 0.014, 0.021], [-0.021, 0.012, -0.003], [0.044, -0.011, -0.007], [0.002, -0.008, -0.006], [0.003, -0.002, -0.002], [0.006, -0.003, -0.001], [0.009, 0.011, -0.002], [0.002, -0.021, 0.006], [-0.017, -0.016, -0.037], [0.001, 0.010, 0.004], [0.000, 0.005, 0.002], [-0.005, 0.005, 0.002], [0.005, 0.010, 0.002], [0.208, 0.014, 0.042], [-0.279, -0.150, -0.340], [0.066, -0.019, 0.050], [0.030, 0.020, 0.029]],
  "lowdin_charge": [1.562, -0.062, -0.066, -0.102, -0.364, -0.081, -0.061, 1.052, -0.356, -0.113, -0.064, -0.055, -0.050, -0.075, -0.435, -0.069, -0.056, -0.068, -0.130, -0.345, 0.114, 0.110, 0.095, 0.106, 0.113, 0.038, 0.106, 0.115, 0.116, 0.112, 0.115, 0.114, 0.112, 0.093, 0.007, -0.235, 0.005, -0.040, -0.006, -0.143, 0.021, -0.015, -0.111, 0.038, -0.179, 0.089, 0.091, 0.126, 0.120, 0.127, 0.133, 0.122, 0.099, -0.170, 0.623, -0.142, -0.140, -0.538, 0.076, 0.051, 0.068, 0.075, 0.061, 0.069, 0.076, 0.072, 0.054, -0.732, 1.052, -0.390, -0.079, -0.052, -0.044, -0.043, -0.048, -0.406, -0.070, -0.043, -0.043, -0.048, -0.072, 0.112, 0.118, 0.119, 0.118, 0.094, 0.086, 0.117, 0.119, 0.119, 0.115, 0.500, -0.616, -0.001, 0.011],
  "largest_force_ev_per_a": 1.23,
  "homo_lumo_gap_ev": 7.99,
  "lumo_energy_ev": -5.126,
  "charge": 2,
  "e_homo_ev": -13.1
}

---

# 4
{
  "formula": "C4H5NO2",
  "method": "ωB97M-V/def2-TZVPD",
  "elements": ["C", "C", "C", "C", "H", "H", "H", "H", "H", "N", "O", "O"],
  "positions_angstrom": [[1.200968, -0.511311, 0.020666], [-0.063045, -0.044867, -0.049393], [-0.649906, 1.143185, -0.015942], [-2.051821, -0.440829, 0.029325], [3.019864, 0.104429, 0.118873], [1.300211, -1.303637, -0.685936], [1.611604, -0.737839, 0.990869], [-0.395837, 2.102893, -0.153225], [-3.177472, -0.660016, 0.160013], [-0.959143, -1.065371, -0.193997], [2.244650, 0.559500, -0.138822], [-2.080070, 0.853865, -0.082434]],
  "forces_ev_per_a": [[7.406, 0.960, 0.734], [-2.851, 1.554, -0.673], [-2.784, -2.084, -0.351], [-5.249, -1.271, -1.454], [1.466, -0.331, 0.275], [0.523, -0.662, -0.461], [-1.355, -1.540, 0.815], [0.997, 3.090, -0.125], [2.143, -1.264, -0.351], [-1.734, -0.793, 1.870], [-2.093, 0.221, -1.492], [3.531, 2.119, 1.212]],
  "lowdin_charge": [-0.169, -0.364, 0.067, -0.258, 0.044, 0.129, 0.138, 0.092, 0.170, 0.170, -0.061, 0.043],
  "largest_force_ev_per_a": 7.50,
  "homo_lumo_gap_ev": 10.19,
  "lumo_energy_ev": 0.754,
  "e_homo_ev": -9.4
}

---

- Number 1 is which compound?
  C3H3N3O

---

- Number 1 is which compound?
  C3H3N3O

---

Copy entry 2 word for word.
{
  "formula": "CH10N2O2",
  "method": "ωB97M-V/def2-TZVPD",
  "elements": ["N", "C", "N", "H", "H", "H", "H", "H", "H", "O", "H", "H", "O", "H", "H"],
  "positions_angstrom": [[-1.351724, 0.240935, 0.948723], [-0.811097, 0.250714, -0.446301], [-1.260356, -0.651956, -1.506377], [-2.111793, -0.416086, 1.085305], [-0.593584, -0.072788, 1.548398], [0.221842, -0.060493, -0.336425], [-0.875225, 1.266231, -0.822242], [-2.238822, -0.926211, -1.440105], [-0.818239, -1.551237, -1.367850], [2.227843, -0.376233, -2.567328], [1.536024, -0.900119, -2.984666], [2.743182, -0.017619, -3.296668], [0.740224, 0.547203, 3.400742], [0.837380, 1.329831, 2.844916], [0.836485, 0.848908, 4.317033]],
  "forces_ev_per_a": [[0.210, -0.416, -0.621], [0.362, -0.261, 0.363], [-0.734, -0.801, 0.543], [-0.045, 0.071, -0.172], [-0.366, -0.023, 0.166], [0.445, 0.704, -0.146], [-0.009, 0.106, -0.065], [-0.173, 0.686, -0.073], [0.348, -0.098, -0.007], [0.034, -0.058, -0.014], [-0.051, 0.104, 0.012], [-0.033, -0.017, 0.032], [0.099, 0.066, 0.231], [-0.049, -0.021, 0.209], [-0.040, -0.043, -0.458]],
  "lowdin_charge": [-0.005, -0.351, -0.013, 0.051, 0.022, 0.092, 0.091, 0.058, 0.052, -0.066, 0.027, 0.032, -0.070, 0.038, 0.043],
  "largest_force_ev_per_a": 1.21,
  "homo_lumo_gap_ev": 10.07,
  "smiles": "NCN.O.O",
  "lumo_energy_ev": 0.927,
  "e_homo_ev": -9.1
}